No. 1
Formula: C5H9N
Source: OMol25
Level of theory: ωB97M-V/def2-TZVPD

Summary:
**Orbital gap**: 7.700 eV
**Lowest unoccupied orbital energy**: 0.1 eV
**Charge**: 0
**Structure (SMILES)**: C/C=C/C=C/N

Last column: Löwdin charge in e.
CARTESIAN COORDINATES (ANGSTROEM)
C -0.97 -2.72 -0.69  -0.108
C -0.60 -1.18 -0.67  -0.105
C -0.97 -0.14 0.23  -0.128
C -0.20 0.99 0.83  -0.118
C 1.12 1.03 0.61  -0.222
N 1.61 2.17 -0.06  0.029
H -1.96 -3.18 -0.87  0.054
H -0.71 -3.06 0.36  0.083
H -0.41 -3.24 -1.51  0.063
H 0.25 -0.84 -1.35  0.098
H -1.94 0.01 0.36  0.027
H -0.91 1.74 1.11  0.092
H 1.70 0.16 0.67  0.084
H 0.89 2.36 -0.76  0.079
H 1.58 2.97 0.55  0.071

No. 2
Formula: C22H41FN3O5S
Source: OMol25
Level of theory: ωB97M-V/def2-TZVPD

Summary:
**Spin multiplicity**: 3
**Orbital gap (alpha / beta)**: 5.628 / 5.520 eV
**Lowest unoccupied orbital energy (alpha / beta)**: 2.5 / 2.3 eV
**Charge**: -1

Last column: Mulliken spin population.
CARTESIAN COORDINATES (ANGSTROEM)
O -0.49 4.29 3.64  0.000
N 0.49 4.67 3.12  0.000
O 0.96 3.78 2.18  0.000
C 1.51 4.54 1.02  0.000
C 1.35 3.81 -0.29  0.000
S -0.28 4.27 -0.95  0.000
C 1.48 2.28 -0.10  0.002
C 0.28 1.50 0.34  0.000
O 0.14 1.03 1.45  0.000
F -0.69 1.26 -0.57  0.000
H 2.54 4.79 1.24  0.000
H 0.94 5.45 0.94  0.000
H -1.20 4.10 0.04  0.000
H 2.26 2.07 0.62  0.001
H 1.80 1.86 -1.05  0.000
C -2.74 -0.21 -2.79  0.022
C -3.35 0.75 -3.82  0.020
C -4.81 1.03 -3.47  0.026
C -5.73 -0.15 -3.77  -0.021
C -5.58 -0.59 -5.23  0.024
C -4.14 -0.89 -5.62  0.016
N -3.21 0.20 -5.21  0.354
O -3.28 1.16 -6.06  0.564
C -3.71 -2.24 -5.01  0.023
C -4.07 -1.09 -7.13  -0.005
C -2.55 2.04 -3.66  -0.010
H -2.81 0.22 -1.79  0.000
H -3.22 -1.18 -2.73  0.000
H -1.68 -0.38 -3.00  -0.012
H -5.16 1.90 -4.03  0.004
H -4.88 1.30 -2.42  0.001
H -5.51 -0.99 -3.09  0.000
H -6.77 0.13 -3.58  0.002
H -6.20 -1.47 -5.42  0.000
H -5.98 0.21 -5.87  0.005
H -2.63 -2.36 -5.05  -0.013
H -4.15 -3.06 -5.58  0.001
H -4.04 -2.37 -3.99  0.001
H -4.45 -0.23 -7.68  0.001
H -4.67 -1.95 -7.41  0.000
H -3.04 -1.28 -7.45  -0.002
H -1.51 1.89 -3.95  -0.004
H -2.56 2.35 -2.62  0.001
H -2.95 2.86 -4.25  0.001
C 4.75 -1.67 5.95  0.011
C 4.20 -0.68 4.91  0.027
C 2.73 -0.39 5.20  0.024
C 1.81 -1.56 4.84  -0.020
C 2.02 -1.96 3.38  0.023
C 3.48 -2.27 3.04  0.018
N 4.40 -1.20 3.52  0.358
O 4.39 -0.22 2.69  0.558
C 3.86 -3.64 3.64  0.019
C 3.61 -2.44 1.53  -0.011
C 5.01 0.59 5.12  -0.009
H 4.64 -1.26 6.95  0.001
H 4.25 -2.64 5.96  0.001
H 5.82 -1.85 5.79  -0.010
H 2.41 0.49 4.63  0.003
H 2.61 -0.14 6.25  0.002
H 1.99 -2.41 5.50  0.000
H 0.77 -1.26 4.99  0.001
H 1.40 -2.83 3.14  0.002
H 1.66 -1.15 2.74  0.003
H 4.94 -3.78 3.64  -0.013
H 3.43 -4.44 3.03  0.002
H 3.48 -3.80 4.64  0.001
H 3.27 -1.57 0.98  0.003
H 3.01 -3.29 1.21  0.000
H 4.65 -2.64 1.25  0.000
H 6.06 0.43 4.87  0.001
H 4.95 0.89 6.16  0.000
H 4.64 1.42 4.52  0.001

No. 3
Formula: C35H35BF19N3O10S2
Source: OMol25
Level of theory: ωB97M-V/def2-TZVPD

Summary:
**Orbital gap**: 7.932 eV
**Lowest unoccupied orbital energy**: -0.6 eV
**Charge**: 0
**Structure (SMILES)**: CCB(O)c1cc(CC(=O)O)c(C)c2c1N(OC[C@@H](C)O)c1c(c(OC#N)cc(N=C(C)C)c1S(=O)(=O)C(F)(F)F)S2.FC(F)C(F)(F)COC(F)(F)C(F)F.FC(F)C(F)(F)COC(F)(F)C(F)F

Last column: Löwdin charge in e.
CARTESIAN COORDINATES (ANGSTROEM)
C 7.00 0.22 3.45  -0.078
C 5.70 -0.62 3.13  -0.126
B 4.53 0.41 2.85  -0.407
O 3.76 0.88 3.92  0.110
C 4.27 0.93 1.36  -0.005
C 5.02 2.03 0.93  0.011
C 4.90 2.60 -0.31  -0.149
C 5.71 3.83 -0.76  -0.029
C 6.10 4.60 0.49  -0.490
O 7.21 4.55 0.98  0.121
O 5.14 5.39 1.11  0.069
C 3.98 2.07 -1.20  -0.216
C 3.74 2.63 -2.60  -0.048
C 3.23 0.99 -0.78  -0.335
C 3.35 0.40 0.48  -0.155
N 2.54 -0.74 0.86  -0.030
O 2.98 -1.86 0.10  -0.072
C 2.94 -3.07 0.84  -0.111
C 4.30 -3.54 1.38  -0.360
C 4.28 -3.71 2.92  -0.053
O 4.68 -4.81 0.82  -0.047
C 1.15 -0.51 0.61  -0.152
C 0.71 -0.04 -0.63  -0.314
C -0.61 0.19 -0.92  -0.216
O -0.92 0.66 -2.22  0.061
C -1.98 0.05 -2.66  -0.322
N -2.91 -0.63 -2.91  0.198
C -1.60 -0.01 0.01  0.075
C -1.20 -0.45 1.26  -0.245
N -2.25 -0.62 2.22  0.118
C -2.73 0.54 2.54  -0.338
C -1.93 1.63 3.25  -0.013
C -4.17 0.90 2.21  -0.029
C 0.14 -0.72 1.57  -0.113
S 0.47 -1.33 3.23  0.796
O 1.85 -1.14 3.55  -0.269
O -0.35 -0.72 4.23  -0.258
C 0.14 -3.19 3.28  -0.668
F -0.93 -3.38 4.04  0.158
F -0.03 -3.72 2.07  0.154
F 1.17 -3.77 3.86  0.152
S 1.98 0.27 -1.84  1.140
H 6.78 1.30 3.43  0.057
H 7.80 0.04 2.73  0.075
H 7.35 0.00 4.47  0.073
H 5.90 -1.13 2.18  0.084
H 5.47 -1.30 3.95  0.094
H 4.27 1.63 4.28  0.111
H 5.73 2.46 1.64  0.115
H 6.57 3.57 -1.38  0.140
H 5.00 4.47 -1.29  0.125
H 4.88 4.92 1.91  0.111
H 4.64 3.12 -2.96  0.076
H 3.36 1.88 -3.29  0.053
H 2.97 3.42 -2.54  0.102
H 2.27 -2.95 1.70  0.083
H 2.51 -3.88 0.24  0.143
H 5.12 -2.84 1.17  0.128
H 5.30 -3.87 3.28  0.085
H 3.79 -2.88 3.44  0.064
H 3.73 -4.64 3.18  0.089
H 5.22 -5.21 1.51  0.076
H -2.65 0.16 -0.20  0.140
H -2.39 2.59 2.99  0.081
H -1.96 1.52 4.34  0.098
H -0.90 1.67 2.86  0.084
H -4.15 1.83 1.63  0.076
H -4.68 1.10 3.16  0.101
H -4.64 0.13 1.60  0.073
F -0.68 -1.55 -5.45  0.100
C 0.21 -1.88 -4.50  -0.310
F 0.89 -0.74 -4.20  0.025
C 1.19 -2.96 -4.96  -0.436
F 1.94 -2.51 -5.99  0.133
F 2.05 -3.17 -3.92  0.107
C 0.60 -4.33 -5.33  -0.036
O 0.40 -4.62 -6.72  0.042
C -0.78 -4.23 -7.34  -0.534
F -1.67 -3.79 -6.44  0.150
F -1.31 -5.35 -7.88  0.145
C -0.53 -3.23 -8.47  -0.286
F 0.06 -2.11 -8.00  0.101
F -1.71 -2.86 -9.03  0.100
H -0.34 -2.20 -3.61  0.167
H 1.36 -5.06 -5.03  0.148
H -0.27 -4.58 -4.74  0.146
H 0.11 -3.66 -9.24  0.175
F -10.08 1.60 1.88  0.098
C -10.87 2.69 1.94  -0.307
F -12.09 2.31 1.49  0.098
C -10.34 3.85 1.09  -0.441
F -10.33 3.51 -0.21  0.134
F -11.24 4.86 1.22  0.106
C -8.97 4.43 1.47  -0.035
O -7.83 4.00 0.72  0.043
C -7.15 2.84 1.08  -0.523
F -7.59 2.38 2.26  0.146
F -5.86 3.21 1.27  0.121
C -7.22 1.78 -0.03  -0.274
F -8.49 1.44 -0.29  0.110
F -6.57 0.65 0.36  0.087
H -10.98 2.99 2.99  0.173
H -9.03 5.49 1.25  0.148
H -8.78 4.38 2.55  0.145
H -6.76 2.15 -0.95  0.178

No. 4
Formula: C39H36O14
Source: OMol25
Level of theory: ωB97M-V/def2-TZVPD

Summary:
**Orbital gap**: 8.031 eV
**Lowest unoccupied orbital energy**: -1.8 eV
**Charge**: 0
**Structure (SMILES)**: COCCCCC[C@H]1COC(=O)O1.O=C1C=CC(=O)C=C1.O=C1C=CC(=O)C=C1.O=C1C=CC(=O)C=C1.O=C1C=CC(=O)C=C1.O=C1C=CC(=O)C=C1

Last column: Löwdin charge in e.
CARTESIAN COORDINATES (ANGSTROEM)
C 2.71 -5.82 1.12  -0.107
O 2.32 -4.65 0.43  -0.178
C 1.04 -4.20 0.78  -0.256
C 0.76 -2.85 0.13  -0.147
C -0.07 -1.92 1.01  -0.200
C -1.57 -2.17 0.98  -0.185
C -2.05 -3.26 1.94  -0.103
C -3.30 -3.90 1.43  -0.287
C -3.27 -5.26 0.77  -0.084
O -4.67 -5.53 0.67  0.048
C -5.31 -4.69 1.55  -0.521
O -6.50 -4.44 1.56  0.146
O -4.35 -4.17 2.39  0.071
H 3.72 -5.68 1.50  0.084
H 2.07 -6.01 1.99  0.081
H 2.65 -6.69 0.48  0.083
H 0.97 -4.08 1.87  0.112
H 0.27 -4.92 0.49  0.119
H 1.69 -2.38 -0.15  0.087
H 0.16 -3.03 -0.76  0.112
H 0.28 -1.95 2.04  0.121
H 0.10 -0.91 0.67  0.086
H -1.90 -2.42 -0.02  0.114
H -2.05 -1.23 1.23  0.082
H -2.28 -2.80 2.90  0.130
H -1.31 -4.03 2.11  0.105
H -3.80 -3.28 0.68  0.158
H -2.78 -5.20 -0.20  0.136
H -2.86 -6.05 1.38  0.137
O 2.96 0.07 0.19  0.094
C 3.71 0.06 -0.76  -0.379
C 4.36 -1.19 -1.22  0.035
C 5.19 -1.20 -2.26  0.031
C 5.49 0.04 -3.01  -0.379
O 6.25 0.04 -3.96  0.103
C 4.84 1.30 -2.55  0.022
C 4.02 1.31 -1.51  0.020
H 4.13 -2.09 -0.66  0.120
H 5.66 -2.10 -2.61  0.083
H 5.08 2.20 -3.11  0.122
H 3.53 2.21 -1.16  0.117
O 5.77 -4.39 -2.79  0.095
C 6.86 -4.77 -3.18  -0.374
C 7.81 -3.84 -3.85  0.026
C 8.99 -4.26 -4.28  0.027
C 9.42 -5.67 -4.11  -0.386
O 10.50 -6.05 -4.50  0.112
C 8.47 -6.60 -3.45  0.023
C 7.28 -6.18 -3.02  0.021
H 7.48 -2.81 -3.96  0.111
H 9.70 -3.60 -4.76  0.124
H 8.80 -7.62 -3.33  0.123
H 6.57 -6.84 -2.53  0.122
O -0.15 5.82 2.43  0.108
C -0.51 4.68 2.21  -0.387
C 0.33 3.76 1.41  0.023
C -0.06 2.51 1.16  0.028
C -1.36 2.00 1.66  -0.359
O -1.71 0.86 1.43  0.092
C -2.20 2.92 2.46  0.021
C -1.81 4.17 2.71  0.011
H 1.28 4.15 1.06  0.119
H 0.54 1.82 0.58  0.109
H -3.15 2.53 2.82  0.117
H -2.41 4.86 3.29  0.110
O -4.78 4.58 2.82  0.082
C -5.40 5.61 2.96  -0.365
C -5.01 6.84 2.24  0.027
C -5.70 7.97 2.38  0.029
C -6.89 8.04 3.27  -0.387
O -7.52 9.07 3.40  0.108
C -7.27 6.81 4.00  0.023
C -6.59 5.68 3.86  0.023
H -4.14 6.76 1.60  0.089
H -5.44 8.88 1.86  0.123
H -8.14 6.88 4.64  0.122
H -6.85 4.77 4.38  0.122
O -3.36 3.20 -4.42  0.114
C -3.30 3.78 -3.36  -0.384
C -2.21 4.75 -3.07  0.025
C -2.14 5.38 -1.91  0.025
C -3.15 5.15 -0.85  -0.361
O -3.09 5.72 0.22  0.079
C -4.24 4.18 -1.13  0.032
C -4.30 3.54 -2.30  0.029
H -1.48 4.90 -3.86  0.123
H -1.35 6.09 -1.67  0.124
H -4.96 4.02 -0.34  0.123
H -5.09 2.83 -2.53  0.125

Which of these has the lowest charge?
C22H41FN3O5S

The lowest charge belongs to which entry?
C22H41FN3O5S

Copy entry 2 word for word.
Formula: C22H41FN3O5S
Source: OMol25
Level of theory: ωB97M-V/def2-TZVPD

Summary:
**Spin multiplicity**: 3
**Orbital gap (alpha / beta)**: 5.628 / 5.520 eV
**Lowest unoccupied orbital energy (alpha / beta)**: 2.5 / 2.3 eV
**Charge**: -1

Last column: Mulliken spin population.
CARTESIAN COORDINATES (ANGSTROEM)
O -0.49 4.29 3.64  0.000
N 0.49 4.67 3.12  0.000
O 0.96 3.78 2.18  0.000
C 1.51 4.54 1.02  0.000
C 1.35 3.81 -0.29  0.000
S -0.28 4.27 -0.95  0.000
C 1.48 2.28 -0.10  0.002
C 0.28 1.50 0.34  0.000
O 0.14 1.03 1.45  0.000
F -0.69 1.26 -0.57  0.000
H 2.54 4.79 1.24  0.000
H 0.94 5.45 0.94  0.000
H -1.20 4.10 0.04  0.000
H 2.26 2.07 0.62  0.001
H 1.80 1.86 -1.05  0.000
C -2.74 -0.21 -2.79  0.022
C -3.35 0.75 -3.82  0.020
C -4.81 1.03 -3.47  0.026
C -5.73 -0.15 -3.77  -0.021
C -5.58 -0.59 -5.23  0.024
C -4.14 -0.89 -5.62  0.016
N -3.21 0.20 -5.21  0.354
O -3.28 1.16 -6.06  0.564
C -3.71 -2.24 -5.01  0.023
C -4.07 -1.09 -7.13  -0.005
C -2.55 2.04 -3.66  -0.010
H -2.81 0.22 -1.79  0.000
H -3.22 -1.18 -2.73  0.000
H -1.68 -0.38 -3.00  -0.012
H -5.16 1.90 -4.03  0.004
H -4.88 1.30 -2.42  0.001
H -5.51 -0.99 -3.09  0.000
H -6.77 0.13 -3.58  0.002
H -6.20 -1.47 -5.42  0.000
H -5.98 0.21 -5.87  0.005
H -2.63 -2.36 -5.05  -0.013
H -4.15 -3.06 -5.58  0.001
H -4.04 -2.37 -3.99  0.001
H -4.45 -0.23 -7.68  0.001
H -4.67 -1.95 -7.41  0.000
H -3.04 -1.28 -7.45  -0.002
H -1.51 1.89 -3.95  -0.004
H -2.56 2.35 -2.62  0.001
H -2.95 2.86 -4.25  0.001
C 4.75 -1.67 5.95  0.011
C 4.20 -0.68 4.91  0.027
C 2.73 -0.39 5.20  0.024
C 1.81 -1.56 4.84  -0.020
C 2.02 -1.96 3.38  0.023
C 3.48 -2.27 3.04  0.018
N 4.40 -1.20 3.52  0.358
O 4.39 -0.22 2.69  0.558
C 3.86 -3.64 3.64  0.019
C 3.61 -2.44 1.53  -0.011
C 5.01 0.59 5.12  -0.009
H 4.64 -1.26 6.95  0.001
H 4.25 -2.64 5.96  0.001
H 5.82 -1.85 5.79  -0.010
H 2.41 0.49 4.63  0.003
H 2.61 -0.14 6.25  0.002
H 1.99 -2.41 5.50  0.000
H 0.77 -1.26 4.99  0.001
H 1.40 -2.83 3.14  0.002
H 1.66 -1.15 2.74  0.003
H 4.94 -3.78 3.64  -0.013
H 3.43 -4.44 3.03  0.002
H 3.48 -3.80 4.64  0.001
H 3.27 -1.57 0.98  0.003
H 3.01 -3.29 1.21  0.000
H 4.65 -2.64 1.25  0.000
H 6.06 0.43 4.87  0.001
H 4.95 0.89 6.16  0.000
H 4.64 1.42 4.52  0.001

Which value of charge does entry 3 give?
0